# 1
{
  "formula": "C16H37F6N2O7",
  "method": "ωB97M-V with the def2-TZVPD basis set",
  "elements": ["O", "H", "H", "H", "C", "O", "O", "C", "F", "F", "F", "C", "C", "H", "H", "H", "H", "H", "H", "C", "O", "O", "C", "F", "F", "F", "C", "C", "H", "H", "H", "H", "H", "H", "C", "C", "C", "O", "C", "N", "H", "H", "H", "H", "H", "H", "H", "H", "H", "H", "H", "C", "C", "C", "O", "C", "N", "H", "H", "H", "H", "H", "H", "H", "H", "H", "H", "H"],
  "coordinates": [[6.752, -15.227, -9.334], [6.900, -16.119, -9.657], [7.597, -14.774, -9.280], [6.286, -15.248, -8.495], [9.693, -13.687, -10.921], [11.051, -14.033, -10.502], [8.970, -13.643, -9.686], [9.656, -12.495, -11.902], [10.359, -11.554, -11.418], [10.152, -12.869, -13.041], [8.427, -12.084, -12.164], [11.995, -14.497, -11.491], [13.105, -15.246, -10.737], [13.516, -14.513, -10.042], [12.758, -16.057, -10.096], [13.866, -15.620, -11.422], [12.379, -13.669, -12.087], [11.496, -15.100, -12.250], [9.305, -14.568, -11.432], [4.547, -15.428, -6.868], [4.383, -15.653, -8.285], [5.923, -15.415, -6.711], [3.456, -14.370, -6.497], [3.634, -13.969, -5.309], [3.598, -13.310, -7.359], [2.211, -14.679, -6.690], [3.486, -16.596, -8.829], [3.366, -16.322, -10.339], [2.982, -15.307, -10.436], [4.314, -16.496, -10.848], [2.601, -16.970, -10.768], [2.526, -16.628, -8.314], [3.967, -17.559, -8.658], [4.299, -16.400, -6.441], [9.884, -17.551, -10.139], [8.466, -18.281, -9.875], [8.274, -18.464, -8.362], [7.185, -19.265, -8.132], [6.592, -19.106, -6.837], [7.344, -17.536, -10.469], [9.850, -17.422, -11.221], [10.678, -18.274, -9.950], [10.125, -16.549, -9.785], [8.410, -19.183, -10.484], [7.910, -17.514, -7.971], [9.052, -18.804, -7.678], [5.879, -19.926, -6.751], [5.912, -18.272, -6.659], [7.356, -19.061, -6.062], [6.491, -18.076, -10.433], [7.344, -17.602, -11.477], [11.448, -9.241, -7.625], [10.944, -10.567, -6.999], [9.448, -10.863, -7.147], [9.163, -12.138, -6.510], [7.805, -12.497, -6.637], [11.748, -11.642, -7.399], [12.492, -8.970, -7.468], [10.744, -8.418, -7.499], [11.608, -9.376, -8.695], [11.100, -10.513, -5.921], [9.222, -10.925, -8.212], [8.969, -10.034, -6.625], [7.610, -12.729, -7.684], [7.102, -11.682, -6.461], [7.524, -13.267, -5.918], [12.173, -11.212, -8.208], [12.546, -11.744, -6.788]],
  "forces_ev_per_angstrom": [[-1.627, 1.186, 0.039], [0.599, -2.307, -1.348], [3.005, 2.249, -0.534], [-0.416, -0.031, 0.680], [-1.289, -2.275, 4.006], [0.236, 0.350, -1.213], [0.271, 0.433, -2.562], [-1.315, -2.904, 2.412], [1.721, 3.315, 0.916], [1.308, -0.638, -2.646], [-1.215, 0.606, 0.068], [-0.707, -0.126, 0.558], [-0.411, 0.817, -0.085], [0.395, -0.046, -0.069], [-0.349, -0.097, -0.310], [0.074, 0.080, 0.063], [0.423, 0.269, 0.244], [-0.249, -0.547, 0.080], [0.034, -0.198, -0.980], [0.289, -2.473, -3.375], [-0.134, 1.551, 0.396], [-1.999, 1.426, 1.340], [2.036, 2.039, -2.812], [0.297, 0.889, 3.045], [0.843, -0.170, 0.481], [-1.290, -2.028, 0.168], [0.358, -0.946, -0.372], [-0.626, -0.056, 1.120], [0.402, 0.094, -0.339], [-0.092, 0.323, 0.009], [0.110, -0.180, 0.014], [-0.140, 0.353, -0.094], [-0.187, -0.509, -0.103], [-0.272, -0.310, 1.015], [-1.672, -1.149, -1.362], [2.025, 0.680, 0.228], [-0.945, 1.342, -0.091], [-2.579, -1.454, 0.599], [-0.170, -0.835, -0.620], [-1.142, 0.691, 0.153], [0.377, 0.030, -0.264], [-0.003, 0.159, 0.253], [-0.538, -0.091, 0.762], [0.974, -0.736, 0.830], [0.864, 0.958, -0.086], [0.947, 0.100, -0.795], [0.563, -0.466, 0.363], [0.356, 0.953, -0.718], [-0.030, -0.365, 0.141], [-0.420, -0.587, 1.356], [1.268, 0.751, -0.560], [-0.647, -0.361, -0.871], [-0.380, 1.313, 2.245], [0.898, -0.778, 0.013], [-0.068, 1.335, 0.208], [-0.052, 0.644, -0.573], [1.645, -0.872, -1.597], [-0.089, 0.056, 1.436], [0.298, 0.210, 0.137], [-0.967, -0.269, -0.590], [-0.287, 0.445, 0.391], [-0.460, 0.019, -0.107], [-0.720, -0.044, -0.154], [-0.017, -0.739, -0.194], [0.091, 0.578, 0.431], [0.413, -0.291, -0.231], [0.443, -1.181, -0.903], [-0.054, -0.187, 0.359]],
  "mulliken_charge": [0.254, 0.171, 0.594, 0.429, -0.063, -0.190, -1.202, 0.780, -0.222, -0.285, -0.300, -0.377, -1.198, 0.300, 0.233, 0.377, 0.375, 0.336, 0.130, 0.029, -0.310, -0.376, 0.753, -0.231, -0.268, -0.241, -0.283, -1.159, 0.337, 0.159, 0.429, 0.374, 0.252, 0.408, -1.392, 0.249, -0.465, -0.368, -0.588, -0.790, 0.362, 0.454, 0.274, 0.453, 0.132, 0.468, 0.302, 0.038, 0.373, 0.224, 0.235, -1.467, 0.235, -0.592, -0.368, -0.504, -0.462, 0.423, 0.360, 0.329, 0.302, 0.218, 0.384, 0.032, 0.391, 0.272, 0.217, 0.255],
  "largest_force_ev_per_a": 4.8,
  "homo_ev": [-7.34, -7.12],
  "total_energy_ev": -50801.312,
  "orbital_gap_ev": [7.48, 3.12],
  "e_lumo_ev": [0.14, -3.99],
  "multiplicity": 2
}

***

# 2
{
  "formula": "C16H37FO8Si2",
  "method": "ωB97M-V with the def2-TZVPD basis set",
  "elements": ["C", "C", "Si", "C", "C", "O", "F", "O", "Si", "H", "H", "H", "H", "H", "H", "H", "H", "H", "C", "O", "C", "C", "O", "C", "C", "O", "C", "H", "H", "H", "H", "H", "H", "H", "H", "H", "H", "H", "H", "H", "H", "C", "O", "C", "C", "O", "C", "C", "O", "C", "H", "H", "H", "H", "H", "H", "H", "H", "H", "H", "H", "H", "H", "H"],
  "coordinates": [[1.114, -2.039, 5.046], [1.098, -3.369, 5.249], [0.806, -4.615, 3.891], [2.346, -5.747, 3.761], [2.579, -6.281, 5.125], [1.838, -6.982, 5.743], [3.735, -5.871, 5.682], [-0.458, -5.633, 4.219], [-1.900, -4.985, 4.801], [0.488, -1.330, 5.570], [1.817, -1.637, 4.329], [1.265, -3.725, 6.266], [0.650, -3.857, 2.639], [3.206, -5.212, 3.387], [2.060, -6.596, 3.151], [-2.817, -4.834, 3.655], [-1.690, -3.729, 5.532], [-2.504, -5.969, 5.719], [3.868, 1.121, -1.097], [2.771, 1.710, -0.436], [1.646, 0.847, -0.387], [0.732, 1.229, 0.757], [1.182, 0.773, 2.026], [2.286, 1.465, 2.592], [1.934, 2.840, 3.115], [1.870, 3.779, 2.055], [1.071, 4.895, 2.376], [3.624, 0.896, -2.142], [4.691, 1.831, -1.070], [4.183, 0.204, -0.586], [1.967, -0.194, -0.262], [1.106, 0.946, -1.340], [-0.226, 0.727, 0.601], [0.531, 2.302, 0.774], [3.126, 1.502, 1.897], [2.597, 0.855, 3.444], [2.711, 3.173, 3.817], [0.972, 2.793, 3.640], [0.039, 4.589, 2.582], [1.070, 5.561, 1.516], [1.476, 5.430, 3.243], [-1.506, -0.468, -7.105], [-1.797, 0.695, -6.364], [-2.947, 1.368, -6.849], [-3.557, 2.237, -5.772], [-4.337, 1.517, -4.828], [-3.633, 0.737, -3.872], [-2.959, 1.555, -2.793], [-1.738, 2.100, -3.264], [-1.346, 3.242, -2.536], [-1.284, -0.224, -8.150], [-0.631, -0.936, -6.657], [-2.340, -1.177, -7.060], [-3.694, 0.646, -7.197], [-2.640, 2.002, -7.694], [-4.258, 2.919, -6.256], [-2.799, 2.847, -5.277], [-2.926, 0.060, -4.355], [-4.397, 0.122, -3.391], [-2.734, 0.909, -1.932], [-3.634, 2.357, -2.472], [-2.097, 4.035, -2.625], [-0.409, 3.605, -2.954], [-1.196, 2.990, -1.479]],
  "forces_ev_per_angstrom": [[0.168, 0.013, -0.275], [0.783, -0.538, 0.013], [1.937, -0.347, 0.050], [-0.627, -0.023, 0.409], [-0.783, -0.567, 0.115], [0.524, 0.259, -0.091], [0.255, 0.192, 0.070], [-0.255, 1.474, 0.289], [-0.133, -1.081, -0.104], [0.969, 0.287, 1.262], [-1.186, 0.247, -1.407], [-1.897, -0.125, 0.440], [-0.182, -0.075, -0.127], [0.169, 0.057, -0.238], [0.125, -0.127, -0.338], [0.025, 0.223, -0.009], [0.027, 0.138, -0.102], [0.075, 0.013, 0.017], [-0.076, 0.116, 0.006], [0.144, -0.112, 0.209], [0.018, 0.385, -0.144], [-0.178, -0.172, 0.014], [0.015, 0.009, -0.038], [-0.025, -0.129, 0.145], [0.268, 0.205, -0.183], [-0.216, -0.072, -0.096], [0.124, -0.056, -0.025], [0.054, -0.082, -0.003], [-0.029, 0.046, -0.020], [-0.011, -0.057, -0.088], [-0.036, -0.022, 0.012], [-0.120, -0.195, 0.043], [0.029, -0.071, 0.005], [0.199, 0.058, -0.107], [-0.027, 0.203, -0.054], [-0.059, -0.002, 0.026], [-0.082, -0.102, 0.152], [0.006, -0.046, 0.035], [0.003, 0.043, 0.088], [0.056, 0.002, -0.008], [-0.089, 0.042, 0.025], [0.049, 0.110, 0.059], [-0.132, -0.171, 0.136], [0.326, 0.099, 0.048], [-0.156, 0.054, -0.032], [0.054, -0.002, -0.003], [-0.175, -0.047, 0.043], [0.336, -0.098, -0.052], [-0.070, 0.165, -0.172], [-0.002, -0.165, -0.014], [-0.039, -0.083, -0.035], [0.034, 0.047, 0.000], [-0.006, -0.003, -0.106], [-0.034, 0.018, -0.007], [-0.176, -0.001, -0.074], [-0.042, -0.035, 0.001], [0.147, -0.121, -0.025], [0.158, 0.106, 0.028], [-0.039, 0.038, -0.005], [-0.177, 0.016, 0.069], [-0.047, -0.025, 0.011], [-0.005, 0.009, 0.120], [0.035, -0.071, 0.003], [-0.003, 0.146, 0.041]],
  "mulliken_charge": [-0.598, -0.323, 0.454, -0.421, 0.370, -0.491, -0.254, -0.180, 0.386, 0.269, 0.208, 0.467, -0.167, 0.381, 0.273, -0.122, -0.120, -0.131, -0.812, -0.258, -0.557, -0.261, -0.430, -0.299, -0.678, -0.247, -0.802, 0.315, 0.242, 0.340, 0.339, 0.442, 0.259, 0.174, 0.175, 0.359, 0.441, 0.350, 0.338, 0.234, 0.328, -0.784, -0.233, -0.585, -0.329, -0.466, -0.431, -0.512, -0.250, -0.815, 0.319, 0.234, 0.330, 0.359, 0.408, 0.399, 0.132, 0.187, 0.401, 0.359, 0.367, 0.381, 0.259, 0.277],
  "largest_force_ev_per_a": 2.0,
  "homo_ev": -8.73,
  "total_energy_ev": -52041.348,
  "e_above_lowest_kj_mol": 38.7,
  "orbital_gap_ev": 8.67,
  "e_lumo_ev": -0.07
}

***

# 3
{
  "formula": "C16H37NO9",
  "method": "ωB97M-V with the def2-TZVPD basis set",
  "elements": ["C", "O", "C", "C", "C", "C", "C", "N", "C", "O", "O", "C", "O", "O", "H", "H", "H", "H", "H", "H", "H", "H", "H", "H", "H", "H", "H", "C", "C", "O", "H", "H", "H", "H", "H", "H", "C", "C", "O", "H", "H", "H", "H", "H", "H", "C", "C", "O", "H", "H", "H", "H", "H", "H", "C", "C", "O", "H", "H", "H", "H", "H", "H"],
  "coordinates": [[-1.992, 1.783, 4.831], [-0.921, 1.657, 3.855], [-1.517, 1.641, 2.534], [-0.411, 1.645, 1.378], [-0.459, 0.184, 0.659], [0.451, -0.844, 1.522], [0.316, -2.358, 1.041], [1.532, -3.187, 1.297], [2.755, -2.662, 0.656], [3.136, -3.069, -0.496], [3.607, -1.740, 1.278], [-0.218, -2.343, -0.471], [0.457, -2.067, -1.503], [-1.580, -2.613, -0.659], [-2.991, 1.424, 4.420], [-1.709, 1.141, 5.725], [-2.145, 2.863, 5.183], [-2.148, 0.688, 2.454], [-2.211, 2.536, 2.338], [-0.701, 2.426, 0.588], [0.649, 1.760, 1.772], [-0.019, 0.361, -0.383], [-1.533, -0.215, 0.618], [1.507, -0.424, 1.484], [0.006, -0.789, 2.585], [-0.531, -2.825, 1.665], [1.309, -4.124, 0.921], [0.114, 2.480, -3.769], [-1.088, 2.083, -2.935], [-0.863, 2.393, -1.567], [1.010, 1.961, -3.421], [-0.047, 2.238, -4.823], [0.311, 3.553, -3.680], [-1.268, 1.009, -3.010], [-1.989, 2.609, -3.272], [-0.713, 3.345, -1.500], [-1.152, -1.468, -7.323], [-0.669, -0.031, -7.332], [-1.580, 0.801, -6.624], [-2.143, -1.542, -7.780], [-0.462, -2.116, -7.869], [-1.245, -1.838, -6.298], [-0.598, 0.342, -8.356], [0.318, 0.051, -6.866], [-1.631, 0.470, -5.717], [4.474, 1.361, -1.206], [3.461, 1.980, -0.263], [2.686, 0.968, 0.353], [3.970, 0.768, -1.973], [5.077, 2.133, -1.695], [5.141, 0.683, -0.666], [2.782, 2.640, -0.810], [3.960, 2.568, 0.518], [3.297, 0.389, 0.846], [-1.886, -3.170, 5.538], [-1.411, -1.731, 5.555], [-2.322, -0.918, 6.295], [-2.881, -3.240, 5.091], [-1.199, -3.800, 4.969], [-1.964, -3.565, 6.556], [-1.354, -1.335, 4.540], [-0.419, -1.653, 6.011], [-2.361, -1.267, 7.194]],
  "forces_ev_per_angstrom": [[0.262, -0.123, 0.565], [-2.055, 0.588, 0.011], [0.489, 0.011, -1.155], [-0.949, -1.530, -0.141], [0.786, 0.591, 0.395], [-0.942, 0.781, -0.176], [-1.071, 0.608, -0.032], [0.207, 0.771, -0.482], [4.927, 2.139, -1.792], [-1.682, -0.253, 2.917], [-4.028, -2.682, -0.751], [-4.054, -0.674, -3.353], [-0.172, -0.208, 2.748], [4.285, 0.657, 1.979], [1.262, 0.251, 0.470], [-0.486, 0.936, -1.149], [0.325, -1.162, -0.602], [0.735, 1.232, 0.045], [0.775, -0.980, 0.728], [0.676, -1.093, 1.451], [-1.420, 0.217, -0.398], [-0.740, -0.790, 1.483], [1.523, 0.655, -0.287], [-1.486, -1.072, 0.296], [1.023, -0.008, -1.252], [1.161, 0.597, -1.100], [0.564, 0.901, -0.126], [0.174, -0.085, -0.148], [0.195, 0.263, 0.050], [-0.201, 0.091, -0.145], [-0.142, -0.074, 0.013], [0.030, 0.077, -0.006], [-0.088, 0.025, -0.080], [0.045, 0.041, 0.279], [-0.060, -0.070, -0.198], [0.024, -0.183, -0.048], [-0.026, -0.142, -0.053], [-0.102, -0.215, 0.394], [-0.087, 0.212, -0.076], [0.087, 0.058, -0.053], [-0.027, -0.029, 0.070], [0.148, -0.008, -0.054], [-0.091, 0.144, 0.112], [0.087, -0.100, -0.138], [0.015, 0.057, -0.130], [0.189, 0.059, -0.214], [-0.089, -0.704, 0.276], [0.282, 0.795, -0.020], [-0.028, 0.037, 0.113], [0.056, 0.024, -0.028], [-0.072, 0.036, 0.001], [-0.087, -0.039, 0.074], [0.141, 0.256, -0.099], [-0.281, -0.695, -0.226], [-0.028, -0.118, -0.091], [0.011, -0.276, 0.108], [-0.237, 0.067, 0.281], [0.111, 0.045, -0.068], [-0.048, 0.027, 0.026], [0.110, -0.020, 0.016], [-0.030, 0.122, 0.157], [0.079, -0.046, -0.188], [0.023, 0.011, -0.199]],
  "mulliken_charge": [-0.619, -0.339, -0.358, 0.015, -0.704, 0.125, 0.217, -0.395, 0.600, -0.671, -0.851, 0.476, -0.663, -0.888, 0.303, 0.164, 0.250, 0.325, 0.273, -0.162, 0.259, 0.129, 0.444, 0.066, -0.428, 0.115, 0.364, -0.913, -0.356, -0.374, 0.198, 0.279, 0.340, 0.329, 0.263, 0.219, -1.028, -0.214, -0.515, 0.250, 0.322, 0.345, 0.296, 0.262, 0.294, -1.126, -0.346, -0.258, 0.264, 0.381, 0.351, 0.219, 0.289, 0.141, -1.201, 0.371, -0.527, 0.310, 0.342, 0.369, -0.122, 0.234, 0.268],
  "largest_force_ev_per_a": 5.7,
  "homo_ev": -0.60,
  "total_energy_ev": -37105.829,
  "orbital_gap_ev": 4.85,
  "total_charge": -2,
  "e_lumo_ev": 4.26
}